# 1
ORCA calculation (the ωB97M-V functional and the def2-TZVPD basis) on C8H19ClI2O2PPt as an isolated structure.

Atoms and positions in Å:
I -0.7588 -2.8279 -0.4333
I -0.5568 2.5572 -0.3244
Pt -0.3406 -0.1499 -0.4726
P 0.0946 -0.1011 -2.7530
C -1.5358 -0.1090 -3.5403
C 0.9870 1.3464 -3.3746
H 1.9611 -1.6027 -2.8055
H 1.2010 -1.4160 -4.4243
H 0.4322 -2.4544 -3.1710
C 1.0121 -1.5431 -3.3502
H 1.9516 1.4193 -2.8605
H 1.1496 1.2139 -4.4533
H -1.4084 -0.0988 -4.6290
H -2.0906 0.7813 -3.2219
H 0.4043 2.2555 -3.1916
H -2.0771 -1.0115 -3.2347
C -2.1874 -0.1196 -0.2486
O -3.3289 -0.0916 -0.0892
Cl 2.0656 -0.2260 -0.4276
C -1.6947 1.4373 2.9901
C -0.2535 0.9711 3.0366
O -0.0574 -0.1690 2.2020
C 0.8262 -1.1645 2.7120
C 1.9059 -0.7030 3.6648
H -1.9603 1.8237 1.9975
H -1.8162 2.2516 3.7118
H -2.3839 0.6266 3.2515
H 0.4120 1.7573 2.6491
H 0.0192 0.7330 4.0783
H 0.1900 -1.9310 3.1803
H 1.2826 -1.6244 1.8268
H 1.5009 -0.5196 4.6642
H 2.6445 -1.5037 3.7473
H 2.4101 0.1926 3.2936

Output
⟨S²⟩: 6.016
Kohn-Sham gap (spin up / spin down) (eV): 6.0 / 5.5
Multiplicity: 5
E_HOMO (spin up / spin down) (eV): -18.6 / -20.6
Energy relative to the best compared isomer or geometry (same formula, charge and spin) (eV): 0.0000
Charge: +3


# 2
ORCA calculation (the ωB97M-V functional and the def2-TZVPD basis) on C4H8O2S in the gas phase.

Atoms and positions in Å:
C -0.1081 -2.0792 -0.0551
C -0.4170 -0.5373 -0.3168
C 1.8271 0.0516 -0.8554
C -2.0753 1.5398 0.4298
O -3.0815 -0.7649 -0.0828
O 0.5656 0.3869 -0.4148
S -2.0375 0.0872 -0.6530
H -0.9562 -2.8596 0.1426
H 0.8501 -2.3142 0.1459
H 1.8355 -0.8201 -1.3820
H 2.5036 -0.1850 -0.0471
H 2.2189 0.9424 -1.3147
H -3.2011 1.7397 0.3375
H -1.3745 2.3654 0.0776
H -1.9917 1.3828 1.4225

Output
Kohn-Sham gap (eV): 9.0
E_HOMO (eV): -8.4
Energy relative to the best compared isomer or geometry (same formula, charge and spin) (eV): 4.9016
Charge: 0


# 3
ORCA calculation (the ωB97M-V functional and the def2-TZVPD basis) on C58H52GeMoP3Si as an isolated structure.

Atoms and positions in Å:
Mo -0.4955 -0.0818 0.3401
C -2.1040 -3.7621 -4.3076
C -3.2631 -3.5280 -3.5858
C -3.3087 -2.4950 -2.6594
C -2.1838 -1.6984 -2.4629
C -1.0220 -1.9245 -3.2012
C -0.9821 -2.9598 -4.1177
P -2.2810 -0.2627 -1.3897
C -3.6530 -0.4677 -0.2437
C -4.7835 0.3541 -0.3139
C -5.8558 0.1232 0.5290
C -5.7982 -0.8877 1.4796
C -4.6613 -1.6736 1.5932
C -3.5977 -1.4748 0.7248
C -2.5851 1.1335 -2.4766
C -3.6829 1.2116 -3.3365
C -3.7916 2.3025 -4.1801
C -2.8095 3.2932 -4.1786
C -1.7042 3.1872 -3.3535
C -1.5747 2.0888 -2.4983
Si -0.1218 1.7517 -1.3999
C 1.4985 1.5379 -2.2644
C 1.8067 1.9920 -3.5440
C 3.0955 1.8512 -4.0413
C 4.0855 1.2607 -3.2672
C 3.7945 0.7921 -1.9944
C 2.4993 0.9220 -1.5049
P 2.0484 0.3738 0.1617
C 3.0025 -1.1462 0.4116
C 3.6811 -1.4049 1.6000
C 4.4812 -2.5352 1.7089
C 4.6227 -3.3965 0.6330
C 3.9472 -3.1426 -0.5546
C 3.1335 -2.0300 -0.6638
C 2.6610 1.6274 1.3106
C 2.5203 1.4903 2.6915
C 3.0446 2.4448 3.5447
C 3.7125 3.5479 3.0292
C 3.8564 3.6903 1.6586
C 3.3321 2.7375 0.7994
C -0.0098 3.0607 -0.0364
C 0.7246 4.1847 -0.4340
C 0.8602 5.2879 0.3953
C 0.2935 5.2826 1.6620
C -0.4273 4.1791 2.0857
C -0.5926 3.0815 1.2434
P -1.5860 1.6831 1.8109
C -3.2799 2.2428 1.9468
C -4.1178 1.7504 2.9431
C -5.4030 2.2540 3.0646
C -5.8548 3.2285 2.1881
C -5.0256 3.7046 1.1787
C -3.7357 3.2196 1.0585
C -1.0331 1.0587 3.3958
C -1.2368 1.6580 4.6394
C -0.7559 1.0433 5.7838
C -0.0808 -0.1691 5.7048
C 0.1333 -0.7786 4.4733
C -0.3495 -0.1528 3.3349
H -2.0731 -4.5660 -5.0286
H -4.1341 -4.1473 -3.7416
H -4.2173 -2.3204 -2.0961
H -0.1527 -1.2812 -3.0889
H -0.0872 -3.1359 -4.6956
H -4.8378 1.1589 -1.0304
H -6.7423 0.7336 0.4434
H -6.6448 -1.0630 2.1273
H -4.6133 -2.4618 2.3301
H -2.7541 -2.1535 0.7705
H -4.4364 0.4339 -3.3599
H -4.6370 2.3839 -4.8480
H -2.9080 4.1417 -4.8416
H -0.9495 3.9606 -3.3850
H 1.0465 2.4465 -4.1624
H 3.3301 2.2021 -5.0358
H 5.0862 1.1571 -3.6605
H 4.5687 0.3191 -1.4037
H 3.6342 -0.7156 2.4300
H 5.0175 -2.7221 2.6274
H 5.2675 -4.2596 0.7138
H 4.0667 -3.8069 -1.3979
H 2.6409 -1.8305 -1.6094
H 2.0250 0.6325 3.1191
H 2.9456 2.3188 4.6128
H 4.1289 4.2884 3.6961
H 4.3881 4.5387 1.2534
H 3.4636 2.8638 -0.2670
H 1.2107 4.2043 -1.4021
H 1.4172 6.1500 0.0577
H 0.4100 6.1368 2.3129
H -0.8737 4.1872 3.0722
H -3.7734 0.9898 3.6318
H -6.0485 1.8912 3.8508
H -6.8521 3.6286 2.2981
H -5.3781 4.4690 0.5026
H -3.0838 3.6184 0.2895
H -1.7792 2.5913 4.7218
H -0.9144 1.5052 6.7478
H 0.2777 -0.6401 6.6087
H 0.6653 -1.7148 4.4034
H -0.1145 -0.6700 2.3656
C 1.1690 -4.6423 0.6839
Ge -0.5710 -3.8049 0.7641
C -1.2571 -3.6753 2.5833
C -1.8287 -4.5964 -0.4800
C -0.2804 -1.8675 0.1480
H 1.0569 -5.6707 1.0232
H 1.8850 -4.1414 1.3308
H 1.5530 -4.6592 -0.3317
H -1.9420 -4.5036 2.7611
H -1.7952 -2.7491 2.7824
H -0.4427 -3.7605 3.2997
H -1.9251 -5.6456 -0.2012
H -1.4618 -4.5462 -1.5027
H -2.8155 -4.1412 -0.4331
H 0.3687 -1.6536 -0.7473

Output
Kohn-Sham gap (eV): 7.0
E_HOMO (eV): -16.1
Charge: +3